Entry 1:
Density functional theory data (ωB97M-V/def2-TZVPD) for a molecular structure, C2H4N3O in a non-equilibrium geometry.

Structure (XYZ):
```
10
Properties=species:S:1:pos:R:3:forces:R:3:mulliken_charge:R:1
C -2.13870 0.51685 -0.28495 1.16 -0.43 -0.25 0.400
C 1.49897 -0.21842 0.05975 1.63 -3.72 -1.06 -0.584
N -3.19902 0.67646 0.08943 -2.28 0.58 0.99 -0.186
N -0.94867 0.29611 -0.78694 2.64 1.69 2.41 -0.368
N 0.25815 0.09622 0.57889 -3.92 1.59 -1.77 0.565
O -0.06694 0.46296 1.61182 0.20 -0.19 0.29 -0.185
H 2.29421 0.31157 0.51114 0.72 1.18 0.38 0.364
H 1.46104 -0.26077 -1.05313 0.15 0.30 1.03 0.299
H 1.71805 -1.29627 0.45755 -0.51 1.38 -0.73 0.360
H -0.87710 -0.58473 -1.18357 0.21 -2.40 -1.29 0.335
```
Forces are in eV/Å.

As for the total energy: -317.62455 Ha. The LUMO energy (alpha / beta) is -7.924 / -7.925 eV. The net charge is +1. The energy relative to the best compared isomer or geometry (same formula, charge and spin) comes out at 136.3 kcal/mol. For the molar mass, the calculation gives 86.1 g/mol.

Entry 2:
Density functional theory data (ωB97M-V/def2-TZVPD) for a molecular structure, C16H9Cl3F6HgN3O5S3.

Structure (XYZ):
```
46
Properties=species:S:1:pos:R:3:forces:R:3:mulliken_charge:R:1
Hg 0.93234 -0.81750 0.27092 -0.31 -0.52 -0.14 1.519
F -1.67133 2.58119 5.02382 -0.05 0.06 0.09 -0.232
C -0.85655 2.27812 4.00640 -0.01 0.04 -0.05 0.457
F 0.35527 2.04273 4.50189 0.10 -0.01 0.06 -0.222
F -0.77944 3.35045 3.21020 0.00 0.10 -0.03 -0.218
S -1.48986 0.85338 3.03857 -0.03 -0.29 -0.25 1.153
O -0.48845 0.65171 2.02376 -0.08 0.08 0.08 -0.621
O -2.80211 1.25404 2.62479 0.07 0.10 0.07 -0.691
N -1.52280 -0.19934 4.20489 -0.16 -0.05 0.00 -0.601
S -1.17650 -1.72625 4.08935 0.02 0.06 -0.12 1.100
O -0.84236 -2.18231 2.77106 -0.04 0.03 0.19 -0.530
O -2.08067 -2.50055 4.89308 0.07 -0.03 -0.04 -0.707
C 0.40885 -1.80375 5.04582 0.05 -0.05 -0.07 0.606
F 0.16557 -1.80199 6.36711 -0.01 0.03 0.11 -0.263
F 1.05974 -2.93603 4.75671 -0.01 -0.09 0.05 -0.239
F 1.21067 -0.78190 4.78064 0.02 0.06 -0.06 -0.192
Cl -0.54924 3.27056 -3.07759 0.00 -0.01 0.00 -0.259
C 0.87037 2.27902 -3.27885 0.08 -0.03 -0.15 0.385
C 1.68818 2.51048 -4.38750 -0.18 0.10 0.11 -0.700
C 2.80797 1.76266 -4.60596 0.15 -0.10 -0.08 0.708
Cl 3.80139 2.09089 -6.02227 -0.05 -0.02 0.09 -0.323
C 3.16523 0.72886 -3.71138 0.02 0.00 0.01 0.197
C 4.30502 -0.09521 -3.85310 -0.03 0.08 -0.08 -0.755
C 4.56807 -1.05896 -2.92575 -0.03 -0.11 0.19 -0.742
C 3.68567 -1.21487 -1.83707 0.17 -0.06 -0.08 -0.271
N 2.62233 -0.47449 -1.69273 -0.07 0.15 -0.02 -0.172
C 2.33399 0.49228 -2.58669 -0.05 0.04 -0.03 0.199
C 1.11828 1.27448 -2.32071 0.05 0.03 -0.13 -0.120
O 0.37564 1.05638 -1.32781 0.02 -0.04 0.14 -0.738
H 1.42479 3.30111 -5.07790 -0.02 -0.01 0.01 0.415
H 4.96106 0.05070 -4.70153 -0.01 0.03 0.00 0.367
H 5.44081 -1.69429 -3.00975 -0.01 0.00 0.00 0.373
H 3.86444 -1.95549 -1.06322 0.02 0.02 -0.02 0.382
S -0.62203 -2.34616 -0.86003 -0.01 0.36 0.14 -0.532
C -2.15833 -1.49702 -0.70735 0.14 0.11 -0.19 0.197
N -2.31677 -0.30829 -1.44349 0.15 0.13 0.27 -0.052
C -3.52577 0.38194 -1.37245 0.19 -0.07 -0.04 -0.489
C -4.57916 -0.10848 -0.67414 -0.02 -0.11 0.01 -0.374
C -4.45685 -1.32016 0.04986 0.10 0.00 -0.05 -0.467
C -3.20570 -1.98357 0.01286 -0.23 -0.04 0.06 -0.531
H -1.46508 0.24439 -1.56955 -0.15 -0.15 -0.09 0.312
H -3.56110 1.30749 -1.92947 0.02 0.03 0.05 0.357
H -5.50732 0.44960 -0.66961 0.02 0.02 0.01 0.323
H -5.26185 -1.68689 0.67049 0.01 -0.01 -0.01 0.334
H -3.04390 -2.89512 0.57255 0.00 0.02 0.01 0.315
Cl 2.79750 -0.82384 1.79111 0.10 0.12 -0.02 -0.656
```
Forces are in eV/Å.

As for the total energy: -4483.48913 Ha. As for the spin multiplicity: 2. The LUMO energy (alpha / beta) is 3.962 / 3.962 eV. The net charge is -2. The energy relative to the best compared isomer or geometry (same formula, charge and spin) comes out at 0.0 kcal/mol. For the molar mass, the calculation gives 840.4 g/mol.

Entry 3:
Density functional theory data (ωB97M-V/def2-TZVPD) for C10H21N2OP in the gas phase in a non-equilibrium geometry.

Structure (XYZ):
```
35
Properties=species:S:1:pos:R:3:forces:R:3:mulliken_charge:R:1
C 0.66368 -0.00425 1.48757 0.92 5.00 -2.20 -0.266
C 0.71648 1.25153 0.83412 -0.13 -2.86 0.67 -0.576
C -0.30763 -2.25706 2.94397 0.85 -2.12 0.31 -1.312
C -1.41381 -2.85587 0.83070 -0.49 0.30 -0.76 -1.388
C 1.08388 -3.13576 1.00457 -0.91 -1.06 -0.78 -1.460
C 1.49099 1.80139 -2.31333 1.10 1.25 2.25 -1.870
C -0.92830 2.31447 -2.36999 0.77 -0.98 -2.30 -1.606
C 0.57948 3.59774 -0.85524 0.11 1.72 1.63 -1.651
C -0.10604 -2.26425 1.34345 -2.05 -0.98 3.34 1.147
C 0.33562 2.26616 -1.45739 -1.40 -1.98 -1.64 1.579
N -0.11845 -0.92401 0.88421 -0.09 1.39 -2.41 0.258
N 0.02639 1.22017 -0.44929 -0.12 -0.25 1.82 0.272
O -1.25602 -0.92714 -1.68567 0.22 -0.68 -1.49 -0.665
P -0.96468 -0.15579 -0.49762 2.73 0.18 2.09 0.071
H 1.36779 -0.22961 2.23627 0.22 -0.39 1.15 0.413
H 1.22802 2.16430 1.16926 -0.26 -0.87 -0.27 0.221
H 0.67868 -2.26286 3.54275 -1.37 0.33 -1.00 0.347
H -1.00082 -1.46336 3.37889 0.73 -1.25 -0.85 0.289
H -0.68720 -3.37181 3.03901 0.40 2.42 0.70 0.399
H -1.16491 -2.98888 -0.25315 -1.05 -0.64 0.70 0.376
H -2.14191 -1.97650 0.87072 0.33 -1.70 0.19 0.321
H -1.78131 -3.77598 1.42304 0.60 1.47 -1.40 0.390
H 1.01814 -3.29377 -0.10045 0.36 -0.27 0.80 0.333
H 1.97516 -2.58861 1.20732 0.94 0.12 0.31 0.423
H 1.04347 -4.13704 1.57507 0.13 1.61 -0.97 0.300
H 2.36800 1.70947 -1.65488 0.01 0.03 -0.22 0.351
H 1.32584 0.85858 -2.71827 -0.49 -1.50 -1.10 0.431
H 1.68519 2.58449 -3.00501 0.34 0.34 -1.04 0.505
H -1.68747 2.75050 -1.81136 -1.60 1.16 0.86 0.501
H -1.32411 1.27444 -2.61044 0.86 1.17 0.09 0.391
H -0.81722 2.86665 -3.39799 0.08 -0.88 2.08 0.303
H -0.24591 3.85721 -0.16104 0.04 -0.02 -0.63 0.435
H 1.45888 3.69427 -0.14580 -0.50 -0.25 -1.40 0.348
H 0.61542 4.36096 -1.66920 0.18 -0.49 0.76 0.383
H -2.12696 0.16508 0.08364 -1.45 0.67 0.71 0.007
```
Forces are in eV/Å.

As for the total energy: -919.69471 Ha. Its SMILES is CC(C)(C)N1C=CN(C(C)(C)C)[PH]1=O. The LUMO energy is 0.799 eV. The energy relative to the best compared isomer or geometry (same formula, charge and spin) comes out at 2.1 kcal/mol. For the molar mass, the calculation gives 216.3 g/mol.

Entry 4:
Density functional theory data (ωB97M-V/def2-TZVPD) for 2 unconnected molecules or ions with the total composition C5H17N2O in a non-equilibrium geometry.

Structure (XYZ):
```
25
Properties=species:S:1:pos:R:3:forces:R:3:mulliken_charge:R:1
C -0.69773 -0.92580 -1.80344 -1.16 1.77 -0.65 -0.674
N -1.61219 0.09099 -1.13936 -0.66 -2.10 -0.69 -0.333
C -2.97182 -0.49009 -0.97229 -0.24 -1.13 -0.79 -1.016
C 0.22700 -1.57900 -0.80987 1.76 2.83 0.36 -0.598
N 0.54495 -0.52117 0.27287 1.17 1.02 1.94 -0.263
C 1.48838 -0.97981 1.45983 1.89 -0.79 -3.44 -0.355
C 2.52074 0.17429 1.63012 -0.30 -0.84 2.67 -0.892
H -0.24983 -0.31677 -2.64793 0.28 -1.25 1.04 0.387
H -1.23243 -1.78205 -2.21971 -0.33 0.37 -0.47 0.374
H -1.76434 0.84504 -1.79675 0.36 0.04 -0.01 0.273
H -3.70112 0.29607 -1.13309 -0.28 0.01 1.11 0.369
H -3.09520 -1.23854 -0.17981 0.11 1.31 1.12 0.314
H -3.29317 -1.23632 -1.71683 0.67 0.47 -1.09 0.344
H 1.23768 -1.70308 -1.34678 -1.51 -0.73 1.27 0.376
H -0.21018 -2.36828 -0.23558 0.05 -0.93 -0.27 0.429
H -0.16129 0.09134 0.74011 -0.71 -1.26 -1.12 0.369
H 1.05564 0.23464 -0.19349 0.12 -0.33 -0.12 0.296
H 1.94259 -1.88866 0.95071 -0.37 0.80 1.36 0.312
H 0.97708 -1.20033 2.39145 -0.43 -0.14 -0.44 0.392
H 2.11335 0.63196 2.56428 0.90 0.49 -0.81 0.294
H 3.61780 -0.03855 1.79896 -1.45 -0.37 -0.22 0.304
H 2.44457 0.85326 0.82384 0.07 0.91 -0.73 0.282
H 1.29703 3.76115 0.95473 0.09 -0.07 0.04 0.319
H -0.15373 4.08682 1.16282 -0.20 -0.08 0.06 0.307
O 0.45041 3.33815 1.13274 0.16 0.00 -0.13 -0.612
```
Forces are in eV/Å.

As for the total energy: -385.14577 Ha. The LUMO energy is -2.707 eV. The net charge is +1. The energy relative to the best compared isomer or geometry (same formula, charge and spin) comes out at 59.6 kcal/mol. For the molar mass, the calculation gives 121.2 g/mol.

Question: Among the records above, which one has the highest energy relative to the best compared isomer or geometry (same formula, charge and spin)?
Answer: C2H4N3O

Question: Which of these has the highest energy relative to the best compared isomer or geometry (same formula, charge and spin)?
Answer: C2H4N3O

Question: The highest energy relative to the best compared isomer or geometry (same formula, charge and spin) belongs to which entry?
Answer: C2H4N3O